1.
The following is a DFT calculation (wB97M-V/def2-TZVPD) of a cluster of 13 separate species, H26O13 in total at a distorted geometry.

XYZ file:
```
39
Properties=species:S:1:pos:R:3:forces:R:3:nbo_charge:R:1
O 1.458486 -3.414768 1.064262 1.000 1.536 0.647 -0.990
O -2.433708 3.174522 0.470332 0.864 -0.582 1.098 -0.953
O -1.344669 -3.566059 0.806188 0.433 -1.670 -0.149 -0.989
O -0.895139 -1.035436 1.345390 1.129 -0.971 0.788 -1.017
O 0.842952 0.621754 -2.156073 0.863 0.555 -0.404 -1.026
O -1.433337 -1.082215 -3.330780 0.554 -0.874 -0.322 -0.965
O -0.103002 1.292744 2.434756 -1.897 0.895 -0.009 -0.969
O 1.840571 -0.882708 -0.321268 0.908 -0.322 0.061 -1.000
O 1.796952 -0.718038 2.827524 -0.079 -0.323 0.416 -0.988
O 2.257902 1.836297 1.346720 -1.763 -1.238 0.216 -1.006
O -1.215592 0.909562 -0.598001 0.102 -1.012 0.370 -0.985
O 2.337953 2.896572 -1.294662 -0.160 -0.547 -0.425 -0.959
O -3.339262 0.316444 -2.172973 -0.985 0.444 -0.498 -0.995
H 1.434426 -1.631135 0.181411 1.121 0.292 -0.655 0.518
H -0.285133 0.922348 -0.367425 0.551 -0.670 -0.485 0.501
H -3.135304 2.504509 0.479103 0.149 0.227 0.145 0.482
H -2.257659 -3.592517 1.117835 0.397 0.803 -0.366 0.494
H 2.526713 2.308954 0.576913 1.360 0.728 -0.772 0.514
H 0.141771 0.398600 -2.770726 -0.157 -0.461 0.011 0.500
H -1.850966 2.918613 1.242541 -1.116 0.406 -1.031 0.488
H 2.796598 -1.037743 -0.543549 -1.540 -0.334 0.733 0.491
H 2.436464 2.365058 -2.113530 0.143 0.387 0.574 0.498
H -1.797214 -1.966306 -3.240589 0.536 -0.501 0.141 0.468
H 1.456759 -4.215461 0.567200 -0.456 -0.810 -0.435 0.491
H -0.207435 -0.494403 1.807494 -1.219 -0.228 -0.792 0.504
H -1.075014 -2.775898 0.329810 -1.071 0.416 0.414 0.495
H -1.244673 -0.542643 0.610707 -0.100 0.918 -0.156 0.488
H 0.251490 1.839682 1.733431 0.745 -0.110 0.248 0.481
H -3.514682 1.188782 -2.582598 0.483 -0.687 0.777 0.476
H -1.419578 1.822533 -0.546442 -0.971 1.796 0.143 0.493
H 2.815440 1.838216 2.103576 1.077 0.749 0.391 0.489
H 0.562175 -3.127982 1.248715 -0.758 -0.678 0.142 0.507
H -2.585793 0.344479 -1.555525 -0.021 0.478 -0.478 0.510
H 1.237391 -0.191995 -1.788331 -0.507 0.194 -0.072 0.504
H 2.244243 -0.234643 2.125276 0.085 -0.371 -0.496 0.495
H 0.603366 0.797662 2.821038 0.947 -0.263 0.407 0.492
H 1.858249 -1.674316 2.652863 0.161 0.564 -0.115 0.504
H -2.254616 -0.638519 -3.503159 -0.677 1.122 0.120 0.489
H 1.492893 2.525443 -1.007458 -0.130 0.144 -0.180 0.473
```
Positions in Å, forces in eV/Å.

The value obtained for the LUMO energy is 0.15 eV. The energy comes out at -27039.8532 eV. The net charge is 0. Its HOMO energy is -10.8 eV.

2.
The following is a DFT calculation (wB97M-V/def2-TZVPD) of a structure of composition H26O13 at a distorted geometry.

XYZ file:
```
39
Properties=species:S:1:pos:R:3:forces:R:3:nbo_charge:R:1
O -0.515817 1.910703 -1.558718 -4.376 0.027 -12.230 -0.996
O 0.071071 -2.240277 -1.186048 -12.603 -7.853 -8.381 -0.779
O -1.623843 1.566270 1.266292 -14.483 7.691 0.885 -0.801
O 3.104930 0.399210 -0.225957 10.849 -2.381 2.610 -1.025
O 1.665323 -1.260855 -1.740145 5.565 3.382 -3.096 -0.952
O -0.428480 0.120529 1.851043 -1.435 -2.590 5.179 -0.937
O 0.892736 -2.518215 0.508237 3.712 -1.934 7.206 -1.009
O 1.338120 0.868998 -0.712952 -4.176 6.059 -9.116 -0.813
O 1.600578 0.419867 2.000721 6.195 1.372 0.632 -1.052
O -1.911287 -1.074039 -0.906993 -9.209 -2.259 -7.036 -1.000
O -0.199581 -0.284924 -0.284661 -0.393 0.302 2.227 -0.980
O -0.052714 2.018825 0.243296 5.132 9.662 16.476 -0.807
O -2.060396 -1.184232 1.263906 -2.967 -1.889 3.064 -0.944
H 0.500645 2.741042 0.540626 0.591 0.915 0.410 0.525
H -2.927050 -0.842492 1.483806 -0.262 -0.341 0.359 0.463
H -0.524230 1.739003 1.027906 1.836 0.391 0.500 0.497
H -0.849845 -0.733465 1.754181 -0.090 -1.197 0.789 0.519
H 0.787172 1.535290 -0.302168 3.994 -1.769 0.436 0.440
H 0.720707 -0.024577 -0.245779 1.560 -0.991 0.905 0.497
H 0.670601 0.226206 1.882919 1.195 -0.190 0.733 0.425
H 0.769565 -1.555110 -1.575022 5.023 1.747 -2.008 0.408
H 2.157277 0.468832 -0.341427 4.593 -2.217 1.584 0.420
H 0.443270 -2.073169 -0.210189 1.056 0.730 4.695 0.430
H -0.124463 1.946457 -0.685899 -2.853 0.735 -7.654 0.394
H 2.052740 -0.269187 1.513897 0.938 0.099 0.063 0.462
H 3.331723 1.133367 0.344838 0.393 -0.063 0.290 0.427
H -1.038293 -0.780720 -0.646056 1.366 -0.128 -0.411 0.429
H 1.771669 -2.139141 0.512931 0.532 -0.246 0.322 0.462
H -2.186235 1.637975 0.495057 -0.420 -0.085 -0.906 0.541
H 0.879708 0.644368 -1.522663 0.581 0.587 -0.683 0.522
H -0.626899 0.242436 0.390266 0.862 -1.333 -0.247 0.475
H -2.012115 2.166284 1.903059 -0.510 0.457 0.837 0.545
H -1.131572 0.753132 1.703710 0.954 -4.945 3.453 0.427
H -2.026479 -1.155156 0.307743 -1.323 -0.886 -0.009 0.463
H 1.582742 -0.630173 -2.455444 1.104 0.147 -0.584 0.424
H -0.272575 -3.109212 -1.393626 0.196 -0.787 0.305 0.540
H -0.418451 -1.646369 -1.755139 -1.851 -0.593 -0.749 0.478
H -1.951221 -0.901520 -1.847665 -1.013 0.206 -0.194 0.474
H -1.459031 1.884038 -1.397884 -0.263 0.171 -0.657 0.408
```
Positions in Å, forces in eV/Å.

The value obtained for the LUMO energy is -1.51 eV. The energy comes out at -27005.0040 eV. The net charge is 0. Its HOMO energy is -7.8 eV.

3.
The following is a DFT calculation (wB97M-V/def2-TZVPD) of a cluster of 13 separate species, H26O13 in total at a distorted geometry.

XYZ file:
```
39
Properties=species:S:1:pos:R:3:forces:R:3:nbo_charge:R:1
O -1.332481 -1.100616 2.391684 -1.596 5.077 3.078 -0.931
O 3.817032 -3.073707 -0.319902 0.088 1.501 1.783 -0.942
O -3.100841 -0.504783 -2.861550 -0.497 3.236 0.795 -0.921
O 4.269419 0.278658 2.046699 2.853 0.684 1.807 -0.939
O -0.072687 -0.447432 0.222845 2.413 0.651 -0.240 -0.920
O -0.599933 3.094316 -3.703660 0.149 -2.002 1.913 -0.937
O -1.155187 3.155957 1.310419 -0.863 -0.276 -0.070 -0.946
O -0.718485 -1.640937 -2.086226 2.248 0.709 -0.016 -0.959
O 1.952077 0.429945 2.946027 -0.111 0.269 1.039 -0.916
O 1.326246 -2.950418 -1.973049 -0.868 -4.538 1.685 -0.927
O -1.804733 -3.068572 2.183300 -4.612 -4.870 1.748 -0.916
O 1.124378 2.553563 1.062248 0.965 -1.026 -0.976 -0.944
O -3.096167 3.558428 -1.431030 2.624 -2.451 2.658 -0.929
H 1.913854 2.937748 0.689740 0.418 0.077 -0.098 0.465
H 1.149206 -0.068290 3.008354 -0.834 -0.420 0.149 0.438
H -2.414033 -3.624389 1.661249 0.858 0.121 0.120 0.465
H -1.354232 2.978784 -4.283524 -0.138 -0.141 -0.045 0.462
H -1.495472 -0.420184 3.147415 0.987 -1.593 -2.133 0.500
H -3.748308 3.614463 -2.071567 -2.003 -0.045 -1.944 0.468
H -3.110864 0.464927 -2.530420 0.435 -2.539 -0.156 0.455
H 4.203278 -2.732489 0.544634 -0.475 -1.021 -1.863 0.472
H 1.535898 -2.126773 -2.254840 1.030 3.712 -1.561 0.469
H 1.974851 0.864128 3.820176 0.246 -0.082 -0.637 0.476
H -0.638725 2.309701 -3.036367 0.100 2.099 -1.924 0.476
H -0.425599 -1.177622 2.171606 1.416 0.251 0.816 0.438
H -2.907504 2.572450 -1.251818 -0.698 2.471 -0.595 0.461
H -1.111107 -2.803805 1.679522 2.585 0.373 -2.612 0.450
H -3.535777 -0.299625 -3.687221 -0.295 -0.683 -0.803 0.467
H -1.203492 2.592069 0.525315 0.575 0.076 0.309 0.478
H -1.594144 -1.784162 -2.304137 -2.725 -0.210 -0.420 0.471
H 0.858644 3.129351 1.756916 -0.471 0.688 0.661 0.479
H -1.905093 3.728199 1.195312 -0.625 0.547 0.068 0.470
H 1.872424 -3.608089 -2.398217 0.405 0.216 -0.117 0.457
H 3.737294 0.153310 1.307707 -1.631 -0.685 -1.631 0.473
H 0.449917 -0.337116 1.033408 0.636 0.741 -0.990 0.457
H 4.302814 -3.835143 -0.610638 0.587 -0.462 0.181 0.470
H 4.283844 -0.492685 2.620339 -0.437 0.066 -0.420 0.468
H -0.603291 -1.556386 -1.140027 0.038 -0.100 -0.075 0.475
H -0.843021 -0.762772 0.619279 -2.776 -0.420 0.516 0.468
```
Positions in Å, forces in eV/Å.

The value obtained for the LUMO energy is -0.25 eV. The energy comes out at -27034.7459 eV. The net charge is 0. Its HOMO energy is -9.6 eV.

4.
The following is a DFT calculation (wB97M-V/def2-TZVPD) of a cluster of 13 separate species, H26O13 in total.

XYZ file:
```
39
Properties=species:S:1:pos:R:3:forces:R:3:nbo_charge:R:1
O -1.343997 3.366529 1.402349 -0.301 -0.432 -0.095 -0.955
O -2.524416 -0.386129 1.536683 0.285 -0.621 0.331 -0.993
O 0.608417 3.865372 -0.663597 -0.321 -0.252 -0.122 -0.964
O 1.035171 -1.865206 2.735416 -0.438 -0.488 -0.184 -0.982
O -1.382986 -3.080893 -0.446645 -0.222 0.048 -0.369 -0.967
O 1.753521 1.225463 1.697332 -0.288 -0.157 0.521 -0.961
O 3.557447 1.038530 -0.717621 -0.114 -0.113 -0.130 -0.975
O 3.262247 -1.993676 0.903919 -0.168 0.001 0.086 -0.971
O 1.892763 1.198593 -2.850207 -0.257 -0.253 -0.366 -0.954
O -2.417143 1.412112 -0.558810 -0.274 -0.927 0.009 -0.984
O -0.592840 0.565349 -4.159552 -0.034 -0.424 0.050 -0.939
O -1.532925 -2.938003 2.293894 -0.227 -0.193 -0.588 -0.993
O 0.090679 -0.148685 -0.314852 -0.019 -0.132 -0.499 -0.963
H -2.048842 -3.663717 2.664516 0.068 0.146 0.090 0.494
H -1.663413 2.620636 0.862473 -0.030 0.201 0.172 0.490
H 3.044762 -2.672513 0.259809 0.028 -0.017 0.024 0.457
H 1.107455 0.720343 -3.150111 0.097 0.547 0.139 0.484
H 2.544414 -2.027887 1.566271 0.129 0.157 -0.167 0.501
H -2.177733 -3.236403 -0.972961 0.093 0.020 0.091 0.490
H -2.770790 0.075294 2.346503 0.017 0.171 -0.162 0.489
H -2.619943 0.545911 -0.131371 0.145 0.802 0.110 0.505
H -0.706240 -2.819783 -1.082792 0.102 -0.021 0.140 0.500
H 1.380562 0.603351 1.061422 0.045 0.050 -0.174 0.483
H -1.616437 -3.033731 1.317648 0.256 -0.182 0.447 0.506
H 3.534461 0.088275 -0.542533 -0.025 0.139 0.097 0.470
H -2.033696 -1.171567 1.865979 -0.509 0.420 -0.092 0.499
H 0.319156 -2.509131 2.549231 0.381 0.532 0.337 0.493
H 2.445932 1.286571 -3.633822 0.032 0.090 0.130 0.482
H 0.583221 -1.045191 2.973827 0.246 0.023 -0.118 0.490
H 1.148252 3.093232 -0.865030 0.060 0.086 0.094 0.469
H -1.550797 0.550352 -4.261614 0.072 0.121 0.020 0.482
H -0.508501 0.481637 -0.746775 0.109 0.079 0.186 0.497
H 2.615229 0.860927 1.922331 0.065 0.109 -0.232 0.472
H -2.139529 3.871971 1.597770 0.098 0.086 -0.058 0.468
H -0.490021 -0.839983 0.014537 -0.065 0.075 0.207 0.465
H -3.147156 1.565855 -1.168552 0.130 0.173 0.003 0.480
H 2.775920 1.201902 -1.281640 0.572 -0.251 0.258 0.487
H -0.076537 3.546702 -0.049336 0.445 0.370 -0.006 0.483
H -0.355676 -0.352390 -3.974106 -0.184 0.015 -0.182 0.464
```
Positions in Å, forces in eV/Å.

The value obtained for the LUMO energy is -0.83 eV. The energy comes out at -27040.2879 eV. The net charge is 0. Its HOMO energy is -9.4 eV.

5.
The following is a DFT calculation (wB97M-V/def2-TZVPD) of a cluster of 13 separate species, H26O13 in total at a distorted geometry.

XYZ file:
```
39
Properties=species:S:1:pos:R:3:forces:R:3:nbo_charge:R:1
O -0.895425 -3.229559 1.176929 -0.256 -0.519 -0.298 -0.936
O -1.596152 -0.262683 -3.572384 2.158 -0.954 -0.732 -0.954
O -2.129627 -1.729173 3.005329 -0.542 0.003 -0.058 -0.931
O 1.148796 -1.648008 -2.738462 0.134 -0.307 -0.864 -0.912
O 3.011458 -1.743583 1.795517 0.380 -0.147 0.231 -0.939
O 2.326046 4.283775 2.393530 0.101 -0.158 0.238 -0.933
O -0.164362 0.012959 -1.146413 -0.171 0.284 0.087 -0.932
O 3.147422 0.382343 -1.065750 0.386 0.236 0.107 -0.926
O -1.011229 0.912749 3.167006 0.038 0.372 0.188 -0.930
O 0.895203 4.181799 -0.521555 -0.030 0.063 -0.179 -0.939
O 1.403494 -2.294596 -0.324150 0.097 -0.609 0.106 -0.946
O -2.346720 1.247065 0.258738 -0.293 0.119 0.061 -0.938
O -3.678718 0.348209 -3.186548 -2.698 0.341 0.374 -0.942
H -0.523099 -0.596288 -0.491345 0.358 0.212 0.060 0.459
H -4.420859 0.335529 -3.801411 -0.156 0.100 0.161 0.452
H -0.053755 1.017668 3.202020 -0.092 -0.117 -0.091 0.469
H -1.605769 -0.458864 -2.628768 0.900 0.340 0.057 0.482
H -3.336379 -0.552382 -3.213568 -0.077 0.522 -0.367 0.478
H 0.571311 5.086349 -0.598195 0.044 -0.081 0.116 0.469
H 0.582025 -2.788558 -0.223251 0.133 0.051 0.111 0.463
H -1.333054 1.451102 3.898850 0.041 -0.058 -0.032 0.462
H 2.838656 4.150517 3.198801 -0.030 0.075 -0.057 0.461
H -1.269588 -4.061793 0.866477 0.075 -0.102 -0.070 0.473
H -2.946747 0.742936 0.819818 0.169 0.078 -0.013 0.466
H 2.929644 0.156046 -0.154513 -0.355 -0.175 -0.137 0.474
H 3.789896 1.096045 -0.983011 -0.023 -0.027 -0.023 0.453
H -2.141609 -2.606923 2.607330 0.231 -0.033 0.232 0.469
H -1.470073 -2.556916 0.794412 0.129 0.184 0.022 0.478
H 1.354778 4.025920 -1.354310 -0.034 -0.092 0.082 0.471
H 1.583035 -1.177978 -3.459224 -0.167 0.062 0.052 0.461
H 1.338225 -2.576216 -2.916048 0.113 0.103 0.107 0.452
H -2.464728 2.158638 0.548733 0.087 -0.076 -0.007 0.473
H 3.864032 -1.753364 1.346060 0.032 0.051 -0.037 0.475
H -2.974049 -1.342960 2.746909 0.069 0.104 0.227 0.454
H 2.060432 3.394142 2.134702 -0.070 0.145 -0.203 0.472
H -0.289472 0.882941 -0.750850 -0.262 -0.108 0.125 0.478
H -1.245600 0.633780 -3.621971 -0.176 -0.251 0.168 0.476
H 1.979423 -2.655159 0.359437 -0.213 0.258 0.147 0.467
H 3.073140 -2.465511 2.431131 -0.032 0.109 0.108 0.474
```
Positions in Å, forces in eV/Å.

The value obtained for the LUMO energy is 0.14 eV. The energy comes out at -27037.1416 eV. The net charge is 0. Its HOMO energy is -8.8 eV.

Look up the net charge of the second one.
0

Number 4 is which compound?
H26O13

Number 2 is which compound?
H26O13